{
  "formula": "C23H30CdClN9O5S4Sb",
  "method": "ωB97M-V with the def2-TZVPD basis set",
  "species": ["Cd", "S", "Sb", "S", "S", "Cl", "C", "C", "C", "C", "O", "C", "C", "O", "C", "H", "H", "H", "H", "N", "C", "C", "C", "C", "C", "C", "S", "O", "O", "N", "C", "N", "C", "C", "C", "N", "H", "H", "H", "H", "H", "H", "H", "H", "H", "N", "C", "N", "O", "H", "H", "H", "H", "C", "N", "C", "C", "N", "N", "C", "C", "H", "H", "H", "H", "H", "H", "H", "H", "H", "H", "H", "H", "H"],
  "xyz": [[-0.419, -0.205, -0.581], [0.540, -4.688, 2.823], [1.307, -2.656, 2.121], [2.057, -0.837, -0.533], [1.725, -2.881, -0.214], [-5.736, -0.520, -5.834], [-4.340, -0.148, -4.810], [-3.836, 1.144, -4.805], [-2.719, 1.401, -3.998], [-2.101, 0.434, -3.213], [-1.011, 0.735, -2.535], [-2.669, -0.899, -3.200], [-2.185, -1.966, -2.421], [-1.219, -1.988, -1.557], [-3.790, -1.146, -4.044], [-4.293, 1.921, -5.401], [-2.310, 2.405, -3.968], [-2.695, -2.927, -2.586], [-4.215, -2.143, -4.068], [-5.729, 3.213, 5.353], [-4.982, 2.964, 4.185], [-5.069, 1.732, 3.542], [-4.358, 1.497, 2.376], [-3.566, 2.497, 1.833], [-3.487, 3.735, 2.456], [-4.190, 3.965, 3.628], [-2.669, 2.173, 0.330], [-2.520, 3.452, -0.320], [-3.401, 1.134, -0.341], [-1.285, 1.494, 0.797], [-0.344, 2.163, 1.523], [0.682, 1.382, 1.917], [1.706, 1.973, 2.496], [1.722, 3.332, 2.777], [0.564, 4.016, 2.456], [-0.473, 3.459, 1.848], [-5.939, 2.376, 5.876], [-5.308, 3.907, 5.952], [-5.704, 0.956, 3.958], [-4.423, 0.545, 1.864], [-2.868, 4.500, 2.011], [-4.132, 4.933, 4.115], [2.540, 1.327, 2.756], [2.572, 3.817, 3.233], [0.458, 5.071, 2.698], [1.567, 1.904, -2.538], [1.170, 2.795, -1.557], [0.020, 3.485, -1.860], [1.800, 2.987, -0.523], [0.776, 1.351, -2.885], [2.309, 1.307, -2.196], [-0.613, 2.932, -2.432], [-0.462, 3.826, -1.038], [-2.816, -3.790, 3.252], [-2.585, -2.652, 2.359], [-2.564, -3.046, 0.949], [-1.674, -1.702, 2.724], [-0.681, -1.355, 1.930], [-1.870, -1.116, 3.936], [-0.889, -0.177, 4.452], [-3.163, -1.071, 4.588], [-2.056, -4.555, 3.099], [-3.805, -4.200, 3.037], [-2.781, -3.485, 4.296], [-3.464, -3.634, 0.760], [-1.680, -3.630, 0.689], [-2.581, -2.167, 0.313], [-0.237, -0.475, 2.205], [-0.917, 0.779, 3.921], [0.117, -0.590, 4.374], [-1.108, 0.000, 5.504], [-3.911, -1.556, 3.967], [-3.458, -0.031, 4.736], [-3.127, -1.569, 5.563]],
  "mulliken_charge": [1.937, -0.720, 0.512, -0.485, -0.333, -0.328, 0.584, -1.124, -0.234, 0.170, -0.683, 1.497, -0.848, -0.679, -1.328, 0.371, 0.312, 0.155, 0.296, -0.670, 1.195, -0.969, -0.243, -1.040, -0.361, -0.826, 1.543, -0.807, -0.869, 0.127, 0.224, 0.172, -0.529, -0.751, -0.277, -0.339, 0.231, 0.218, 0.340, 0.551, 0.476, 0.306, 0.439, 0.393, 0.401, -0.622, 0.460, -0.500, -0.579, 0.379, 0.269, 0.294, 0.243, -0.993, 0.247, -0.768, 0.370, -0.691, 0.300, -1.021, -1.578, 0.207, 0.317, 0.343, 0.435, 0.238, 0.028, 0.211, 0.292, 0.281, 0.432, 0.486, 0.567, 0.344],
  "charge": -2,
  "homo_energy_ev": [0.5, -1.9],
  "orbital_gap_ev": [3.12, 5.61],
  "multiplicity": 2,
  "relative_energy_ev": 1.777
}



{
  "formula": "C23H30CdClN9O5S4Sb",
  "method": "ωB97M-V with the def2-TZVPD basis set",
  "species": ["Cd", "S", "Sb", "S", "S", "Cl", "C", "C", "C", "C", "O", "C", "C", "O", "C", "H", "H", "H", "H", "N", "C", "C", "C", "C", "C", "C", "S", "O", "O", "N", "C", "N", "C", "C", "C", "N", "H", "H", "H", "H", "H", "H", "H", "H", "H", "N", "C", "N", "O", "H", "H", "H", "H", "C", "N", "C", "C", "N", "N", "C", "C", "H", "H", "H", "H", "H", "H", "H", "H", "H", "H", "H", "H", "H"],
  "xyz": [[0.160, -0.228, 0.965], [3.463, 1.740, 4.503], [2.020, -0.038, 4.266], [2.279, -0.867, 1.897], [0.044, 0.529, 5.352], [0.444, -5.063, -5.161], [0.362, -4.248, -3.609], [0.811, -4.918, -2.461], [0.714, -4.311, -1.241], [0.141, -2.998, -1.065], [0.019, -2.512, 0.090], [-0.273, -2.339, -2.279], [-0.833, -1.011, -2.266], [-1.138, -0.345, -1.290], [-0.144, -2.981, -3.519], [1.242, -5.907, -2.560], [1.075, -4.806, -0.348], [-1.033, -0.601, -3.277], [-0.460, -2.451, -4.411], [7.301, -0.774, -1.672], [6.034, -0.172, -1.623], [4.921, -0.908, -1.216], [3.671, -0.324, -1.178], [3.525, 1.010, -1.529], [4.626, 1.762, -1.897], [5.881, 1.175, -1.943], [1.887, 1.681, -1.742], [2.039, 3.028, -2.238], [1.248, 0.755, -2.655], [1.179, 1.516, -0.312], [0.923, 2.497, 0.576], [0.384, 2.037, 1.742], [-0.004, 2.920, 2.646], [0.127, 4.286, 2.444], [0.722, 4.661, 1.252], [1.123, 3.806, 0.329], [7.275, -1.776, -1.770], [7.941, -0.341, -2.317], [5.047, -1.951, -0.947], [2.800, -0.896, -0.885], [4.473, 2.801, -2.159], [6.749, 1.752, -2.244], [-0.423, 2.508, 3.558], [-0.192, 5.002, 3.187], [0.882, 5.712, 1.014], [-1.988, -3.553, 3.118], [-0.889, -2.714, 2.982], [0.307, -3.319, 3.169], [-1.077, -1.515, 2.769], [-1.866, -4.402, 3.641], [-2.856, -3.067, 3.264], [0.333, -4.313, 3.007], [1.095, -2.795, 2.750], [-5.390, 1.211, 1.571], [-4.445, 0.415, 0.801], [-4.054, -0.805, 1.498], [-3.338, 1.165, 0.351], [-2.193, 0.980, 0.855], [-3.645, 2.133, -0.602], [-2.538, 2.943, -1.079], [-4.665, 1.876, -1.599], [-5.015, 1.422, 2.582], [-6.335, 0.668, 1.656], [-5.571, 2.159, 1.067], [-4.953, -1.407, 1.655], [-3.563, -0.605, 2.456], [-3.348, -1.355, 0.878], [-1.474, 1.517, 0.385], [-1.800, 2.363, -1.646], [-2.032, 3.420, -0.237], [-2.936, 3.731, -1.720], [-5.340, 1.104, -1.242], [-4.221, 1.542, -2.545], [-5.235, 2.791, -1.792]],
  "mulliken_charge": [2.352, -0.705, 0.447, -0.805, -0.722, -0.302, 0.244, -0.604, -0.693, -0.391, -0.032, 1.390, -0.708, -0.225, -0.868, 0.377, 0.342, 0.099, 0.379, -0.610, 1.154, -0.969, -0.404, -0.386, -0.250, -0.750, 0.988, -0.719, -0.625, 0.036, 0.397, 0.018, -0.295, -0.770, -0.405, -0.634, 0.234, 0.212, 0.269, 0.312, 0.487, 0.257, 0.335, 0.386, 0.380, -0.539, 0.411, -0.324, -0.260, 0.179, 0.247, 0.227, 0.114, -1.224, 0.085, -0.837, 0.251, -0.236, 0.245, -1.149, -1.245, 0.358, 0.354, 0.387, 0.324, 0.284, 0.198, -0.188, 0.369, 0.308, 0.344, 0.456, 0.337, 0.305],
  "charge": -2,
  "homo_energy_ev": [-1.1, -1.7],
  "orbital_gap_ev": [5.18, 5.81],
  "multiplicity": 2,
  "relative_energy_ev": 2.631
}



{
  "formula": "C23H30ClN3O4S",
  "method": "ωB97M-V with the def2-TZVPD basis set",
  "species": ["C", "H", "H", "H", "C", "N", "S", "O", "O", "C", "C", "C", "C", "C", "C", "H", "H", "H", "C", "O", "N", "H", "C", "C", "C", "H", "H", "H", "C", "H", "H", "H", "H", "H", "C", "O", "N", "H", "C", "C", "C", "C", "C", "C", "C", "H", "H", "Cl", "H", "H", "H", "H", "H", "C", "C", "H", "H", "H", "H", "H", "H", "H"],
  "xyz": [[1.162, -1.582, -4.774], [1.131, -0.626, -5.290], [2.105, -2.072, -5.005], [0.347, -2.204, -5.132], [1.015, -1.361, -3.272], [0.948, -2.605, -2.547], [-0.119, -2.712, -1.283], [-1.281, -1.957, -1.647], [-0.252, -4.094, -0.942], [0.731, -1.859, 0.052], [0.673, -0.480, 0.089], [1.344, 0.204, 1.098], [2.054, -0.519, 2.054], [2.111, -1.900, 2.000], [1.445, -2.579, 0.992], [1.433, -3.656, 0.942], [2.661, -2.449, 2.749], [2.547, 0.027, 2.844], [1.258, 1.684, 1.263], [1.365, 2.210, 2.363], [1.068, 2.394, 0.135], [0.884, 1.916, -0.731], [0.783, 3.820, 0.148], [1.206, 4.502, -1.160], [0.672, 3.791, -2.404], [0.834, 4.418, -3.276], [-0.395, 3.613, -2.306], [1.188, 2.847, -2.578], [2.728, 4.618, -1.220], [3.186, 3.631, -1.175], [3.105, 5.208, -0.388], [3.033, 5.097, -2.146], [0.771, 5.506, -1.134], [1.345, 4.252, 0.984], [-0.725, 3.936, 0.459], [-1.573, 4.152, -0.381], [-0.988, 3.709, 1.763], [-0.214, 3.412, 2.350], [-2.300, 3.243, 2.187], [-2.315, 1.740, 2.050], [-1.821, 0.932, 3.066], [-1.700, -0.434, 2.888], [-2.070, -0.997, 1.676], [-2.566, -0.207, 0.650], [-2.683, 1.158, 0.843], [-3.052, 1.782, 0.043], [-2.827, -0.661, -0.293], [-1.882, -2.700, 1.412], [-1.314, -1.060, 3.676], [-1.520, 1.374, 4.004], [-3.042, 3.706, 1.534], [-2.465, 3.555, 3.220], [0.051, 0.020, -0.638], [2.142, -3.419, -2.435], [1.944, -4.775, -3.101], [2.841, -5.379, -2.995], [1.720, -4.650, -4.157], [1.110, -5.283, -2.625], [2.979, -2.883, -2.891], [2.373, -3.566, -1.374], [0.070, -0.854, -3.073], [1.844, -0.736, -2.899]],
  "mulliken_charge": [-1.498, 0.446, 0.325, 0.332, -0.145, 0.458, 1.238, -0.696, -0.720, -0.112, -0.344, 0.843, -0.771, -1.092, -0.572, 0.641, 0.420, 0.495, 0.412, -0.749, 0.365, 0.024, -0.478, 0.579, -1.690, 0.464, 0.364, 0.363, -1.542, 0.271, 0.394, 0.451, 0.400, 0.365, 0.483, -0.670, -0.149, 0.342, -1.513, 0.494, -0.261, -0.830, 0.739, -0.895, -0.249, 0.450, 0.561, -0.131, 0.457, 0.359, 0.417, 0.459, 0.242, -0.606, -1.279, 0.436, 0.295, 0.272, 0.525, 0.293, 0.315, 0.201],
  "smiles": "CCN(CC)S(=O)(=O)c1cccc(C(=O)N[C@H](C(=O)NCc2ccc(Cl)cc2)C(C)C)c1",
  "homo_energy_ev": -8.9,
  "orbital_gap_ev": 9.11,
  "relative_energy_ev": 0.000
}